The following is a DFT calculation (ωB97M-V/def2-TZVPD) of C44H40ClFN2O3ReSb as an isolated structure.

The geometry in ORCA input format:
```
! RIJCOSX wB97M-V def2-TZVPD def2/J DEFGRID3
* xyz -1 4
Re 0.077 0.774 -0.141
C -7.368 -0.529 1.903
C -6.696 0.837 1.774
C -7.573 1.862 1.068
C -7.860 1.439 -0.368
C -6.583 1.040 -1.072
C -6.536 0.983 -2.447
C -5.344 0.679 -3.095
F -5.357 0.591 -4.438
C -4.176 0.490 -2.414
C -4.205 0.530 -1.017
C -2.956 0.395 -0.266
O -1.880 0.472 -0.897
C -3.094 0.195 1.138
C -4.317 0.358 1.711
N -5.427 0.708 1.044
C -5.413 0.757 -0.343
C -1.956 -0.224 2.040
O -2.236 -0.776 3.091
O -0.764 0.025 1.622
H -8.353 -0.429 2.362
H -6.766 -1.194 2.523
H -7.481 -0.992 0.922
H -6.455 1.213 2.768
H -7.051 2.821 1.062
H -8.501 1.988 1.626
H -8.314 2.270 -0.908
H -8.574 0.611 -0.391
H -7.429 1.172 -3.031
H -3.237 0.316 -2.922
H -4.422 0.211 2.780
C 4.589 -2.256 2.050
C 3.972 -1.245 3.018
Sb 1.801 -1.437 3.079
C 1.727 -2.886 4.764
C 2.917 -2.864 5.726
C 1.409 0.282 4.346
C 2.634 1.012 4.892
H 5.680 -2.172 2.035
H 4.229 -2.086 1.034
H 4.339 -3.282 2.332
H 4.177 -0.229 2.682
H 4.380 -1.367 4.022
H 1.616 -3.879 4.322
H 0.797 -2.651 5.290
H 3.828 -3.200 5.228
H 2.755 -3.520 6.590
H 3.096 -1.856 6.108
H 0.775 -0.080 5.159
H 0.816 0.962 3.734
H 3.251 0.361 5.515
H 2.334 1.868 5.506
H 3.258 1.391 4.081
C 0.975 0.663 -1.912
C 1.656 0.523 -2.941
C 2.492 0.438 -4.040
C 2.661 -0.874 -4.678
C 3.871 -1.281 -5.258
C 4.018 -2.556 -5.784
C 2.963 -3.458 -5.763
C 1.758 -3.073 -5.186
C 1.614 -1.809 -4.641
C 3.169 1.654 -4.487
C 3.725 1.783 -5.771
C 4.326 2.964 -6.178
C 4.396 4.055 -5.322
C 3.836 3.951 -4.052
C 3.228 2.779 -3.642
H 4.715 -0.605 -5.253
H 4.975 -2.857 -6.196
H 3.082 -4.450 -6.182
H 0.926 -3.766 -5.153
H 0.681 -1.514 -4.176
H 3.652 0.959 -6.468
H 4.739 3.040 -7.177
H 4.868 4.975 -5.643
H 3.876 4.794 -3.371
H 2.786 2.708 -2.655
N 1.150 10.441 1.649
C 0.884 9.363 1.350
C 0.559 8.013 0.977
C 0.707 7.596 -0.346
C 0.454 6.284 -0.691
C 0.063 5.351 0.279
C -0.144 5.797 1.592
C 0.110 7.109 1.940
C -0.041 3.964 -0.032
C -0.013 2.770 -0.277
H 1.036 8.309 -1.091
H 0.574 5.951 -1.714
H -0.483 5.091 2.338
H -0.023 7.443 2.961
Cl 2.120 0.784 0.963
*
```

Summary:
HOMO-LUMO gap (spin up / spin down)   4.434 / 4.873 eV
Highest occupied orbital energy (spin up / spin down)   -3.2 / -3.8 eV
Lowest unoccupied orbital energy (spin up / spin down)   0.046 / 0.040 Eh

The following is a DFT calculation (ωB97M-V/def2-TZVPD) of one molecule with the formula C21H23N3O4.

The geometry in ORCA input format:
```
! RIJCOSX wB97M-V def2-TZVPD def2/J DEFGRID3
* xyz 0 1
C 1.794 3.111 -1.532
C 2.008 1.896 -0.706
C 1.190 1.243 0.168
N -0.134 1.419 0.577
C -0.852 2.555 0.646
O -0.464 3.661 0.328
C -2.275 2.334 1.183
O -3.089 1.604 0.266
C -3.069 0.269 0.341
O -2.358 -0.342 1.100
C -4.074 -0.333 -0.604
C -3.736 -1.782 -0.995
C -4.949 -2.583 -0.467
C -6.128 -2.136 -1.293
C -6.418 -0.892 -0.934
C -5.440 -0.494 0.141
C -5.223 -1.836 0.843
C 1.904 0.092 0.697
O 1.517 -0.766 1.468
N 3.155 0.151 0.101
C 4.073 -0.907 0.054
C 4.361 -1.604 1.224
C 5.254 -2.658 1.188
C 5.875 -3.013 0.002
C 5.581 -2.324 -1.162
C 4.676 -1.278 -1.145
N 3.196 1.200 -0.813
C 4.459 1.874 -1.017
H 2.656 3.772 -1.482
H 0.920 3.643 -1.168
H 1.633 2.833 -2.573
H -0.518 0.574 0.999
H -2.756 3.306 1.301
H -2.233 1.802 2.140
H -4.184 0.339 -1.457
H -3.604 -1.898 -2.070
H -2.826 -2.104 -0.488
H -4.782 -3.655 -0.408
H -6.580 -2.726 -2.068
H -7.155 -0.229 -1.348
H -5.713 0.364 0.750
H -4.375 -1.838 1.524
H -6.116 -2.190 1.356
H 3.867 -1.326 2.140
H 5.472 -3.200 2.096
H 6.579 -3.831 -0.018
H 6.048 -2.607 -2.093
H 4.422 -0.763 -2.059
H 4.591 2.709 -0.321
H 4.507 2.247 -2.039
H 5.269 1.163 -0.865
*
```

Summary:
HOMO-LUMO gap   8.603 eV
Highest occupied orbital energy   -7.9 eV
Lowest unoccupied orbital energy   0.026 Eh
Structure (SMILES)   Cc1c(NC(=O)COC(=O)[C@H]2C[C@@H]3C=C[C@H]2C3)c(=O)n(-c2ccccc2)n1C
Energy relative to the best compared isomer or geometry (same formula, charge and spin)   263.8 kJ/mol

The following is a DFT calculation (ωB97M-V/def2-TZVPD) of one molecule with the formula C7H13N.

The geometry in ORCA input format:
```
! RIJCOSX wB97M-V def2-TZVPD def2/J DEFGRID3
* xyz 0 1
C -2.773 -0.255 -0.749
C -1.743 -0.886 -0.204
C -0.970 -0.562 1.040
C 0.521 -0.694 0.930
C 1.190 -1.714 1.436
C 1.297 0.495 0.413
C 0.700 1.064 -0.862
N 1.628 1.900 -1.603
H -3.305 0.543 -0.235
H -3.202 -0.655 -1.658
H -1.397 -1.804 -0.671
H -1.404 -1.151 1.858
H -1.208 0.452 1.374
H 2.262 -1.865 1.333
H 0.758 -2.637 1.799
H 1.373 1.234 1.204
H 2.299 0.112 0.186
H 0.394 0.234 -1.500
H -0.203 1.620 -0.618
H 2.569 1.977 -1.274
H 1.216 2.591 -2.199
*
```

Summary:
HOMO-LUMO gap   9.683 eV
Highest occupied orbital energy   -8.6 eV
Lowest unoccupied orbital energy   0.039 Eh
Structure (SMILES)   C=CCC(=C)CCN
Energy relative to the best compared isomer or geometry (same formula, charge and spin)   167.4 kJ/mol

The following is a DFT calculation (ωB97M-V/def2-TZVPD) of one molecule with the formula C5H10N2O.

The geometry in ORCA input format:
```
! RIJCOSX wB97M-V def2-TZVPD def2/J DEFGRID3
* xyz 0 1
C -1.333 1.099 1.004
N -0.769 0.131 0.176
C -1.280 -0.824 -0.733
C -0.338 -1.658 -1.199
C 0.947 -1.285 -0.525
O 1.391 -2.384 0.269
N 0.710 -0.025 0.163
C 1.320 1.175 -0.385
H -0.864 1.092 1.954
H -1.325 2.209 0.651
H -2.385 0.869 1.220
H -2.333 -0.948 -0.913
H -0.422 -2.317 -2.026
H 1.876 -1.274 -1.233
H 0.915 -2.425 1.066
H 1.759 1.044 -1.418
H 0.598 2.009 -0.418
H 2.019 1.700 0.311
*
```

Summary:
HOMO-LUMO gap   8.549 eV
Highest occupied orbital energy   -7.6 eV
Lowest unoccupied orbital energy   0.033 Eh
Structure (SMILES)   CN1C=C[C@H](O)N1C
Energy relative to the best compared isomer or geometry (same formula, charge and spin)   323.7 kJ/mol

The following is a DFT calculation (ωB97M-V/def2-TZVPD) of C33H37N6OTi as an isolated structure.

The geometry in ORCA input format:
```
! RIJCOSX wB97M-V def2-TZVPD def2/J DEFGRID3
* xyz 1 1
Ti 0.551 -0.802 -0.229
C 4.643 -0.106 0.336
C 3.931 0.279 -0.963
C 3.416 -0.947 -1.718
N 1.970 -1.212 -1.659
C 1.508 -2.000 -2.669
C 2.356 -2.847 -3.370
C 2.163 -3.674 -4.487
C 1.046 -3.877 -5.249
C -0.201 -3.291 -5.019
C -0.612 -2.438 -4.026
C 0.072 -1.846 -2.934
N -0.538 -1.078 -2.057
C -1.957 -0.809 -2.223
C -2.440 0.267 -1.270
C -1.451 1.409 -1.183
N -0.269 1.057 -0.380
C 0.403 2.097 0.144
C 0.224 3.407 -0.319
C 0.665 4.634 0.155
C 1.351 4.936 1.315
C 1.818 3.994 2.216
C 1.840 2.610 2.129
C 1.380 1.711 1.149
N 1.690 0.419 1.116
C 2.767 -0.027 2.013
C 3.796 -0.910 1.323
H 5.017 0.789 0.841
H 5.529 -0.686 0.065
H 4.663 0.775 -1.603
H 3.135 1.005 -0.816
H 3.992 -1.814 -1.367
H 3.659 -0.829 -2.776
H 3.363 -2.897 -2.982
H 3.047 -4.227 -4.786
H 1.135 -4.552 -6.090
H -0.983 -3.559 -5.721
H -1.659 -2.176 -4.100
H -2.546 -1.728 -2.110
H -2.131 -0.447 -3.243
H -2.621 -0.105 -0.265
H -3.392 0.647 -1.643
H -1.945 2.257 -0.706
H -1.153 1.719 -2.191
H -0.348 3.483 -1.232
H 0.381 5.476 -0.466
H 1.521 5.981 1.537
H 2.277 4.376 3.121
H 2.291 2.155 2.999
H 2.338 -0.495 2.901
H 3.340 0.826 2.377
H 3.337 -1.772 0.830
H 4.452 -1.321 2.094
C -1.135 -2.216 0.538
C -0.436 -1.801 1.688
C 0.869 -2.339 1.593
C 0.951 -3.127 0.422
C -0.294 -3.097 -0.202
H -2.175 -2.011 0.352
H -0.829 -1.138 2.441
H 1.648 -2.234 2.322
H 1.827 -3.652 0.072
H -0.572 -3.567 -1.131
N -6.799 0.165 3.126
C -6.253 1.417 3.107
O -6.918 2.427 3.158
C -4.757 1.479 2.973
C -4.112 2.628 3.418
C -2.742 2.720 3.289
C -2.062 1.667 2.694
N -2.666 0.572 2.235
C -3.988 0.486 2.385
H -7.789 0.115 3.304
H -6.239 -0.635 3.361
H -4.709 3.419 3.853
H -2.203 3.592 3.635
H -0.985 1.704 2.574
H -4.455 -0.408 1.985
*
```

Summary:
HOMO-LUMO gap   6.692 eV
Highest occupied orbital energy   -10.2 eV
Lowest unoccupied orbital energy   -0.128 Eh
Energy relative to the best compared isomer or geometry (same formula, charge and spin)   0.0 kJ/mol

The following is a DFT calculation (ωB97M-V/def2-TZVPD) of an isolated ion of composition C2H8Br2N4O and charge +2.

The geometry in ORCA input format:
```
! RIJCOSX wB97M-V def2-TZVPD def2/J DEFGRID3
* xyz 2 1
C 2.452 0.032 -1.625
N 0.954 -0.107 -1.403
Br 0.084 -1.352 -3.000
N 0.664 -0.439 -0.144
Br 1.072 -2.230 0.600
C -0.687 0.235 0.325
O -1.187 1.019 -0.422
N -1.163 -0.181 1.554
N -2.325 0.569 2.018
H 2.725 0.636 -0.784
H 2.909 -1.057 -1.690
H 2.502 0.520 -2.570
H 0.454 0.873 -1.447
H -0.747 -0.952 2.078
H -2.768 0.205 2.949
H -3.006 0.746 1.209
H -1.932 1.484 2.351
*
```

Summary:
HOMO-LUMO gap (spin up / spin down)   8.374 / 8.373 eV
Highest occupied orbital energy (spin up / spin down)   -18.1 / -18.1 eV
Lowest unoccupied orbital energy (spin up / spin down)   -0.357 / -0.357 Eh
Structure (SMILES)   C[N@@H+](Br)N(Br)C(=O)N[NH3+]
Energy relative to the best compared isomer or geometry (same formula, charge and spin)   27.7 kJ/mol

Calculated E_tot, -2914.4755; -1279.2525; -329.2077; -381.1621; -2532.7953; -5522.4779 Eh (same order as the records).